A molecular structure, C13H11Br3F2O3Pd in a non-equilibrium geometry, computed with wB97M-V/def2-TZVPD.

Each line ends with the natural charge from an NBO analysis.
Atoms and positions in Å:
Pd (-1.4961, -0.5975, -1.5882)  1.060
Br (0.3529, 0.6042, -2.9588)  -0.790
Br (-3.7120, 0.7761, -1.7840)  -0.619
Br (-2.5542, -2.0898, 0.3387)  -0.737
O (-1.9721, -2.0122, -3.4636)  -0.814
C (-3.1560, -2.7361, -3.8882)  0.951
O (-3.0136, -3.1365, -5.0839)  -0.837
O (-4.1105, -2.7255, -3.1204)  -0.718
H (-1.3773, -2.1763, -4.2050)  0.496
F (0.6191, -1.7207, -0.3982)  -0.305
C (1.8186, -1.8020, 0.1747)  0.425
C (2.7617, -0.8508, -0.1305)  -0.281
C (3.9740, -0.8861, 0.5400)  -0.205
C (4.2330, -1.8721, 1.4689)  -0.258
C (3.2701, -2.8439, 1.7302)  -0.206
C (2.0537, -2.8268, 1.0736)  -0.282
H (2.5056, -0.0726, -0.8398)  0.263
H (4.6547, -0.0659, 0.3374)  0.204
H (5.1656, -1.9338, 2.0186)  0.197
H (3.4985, -3.6430, 2.4261)  0.200
H (1.2493, -3.5205, 1.2835)  0.242
F (-0.6435, 0.6539, 0.2377)  -0.324
C (-0.9598, 1.8553, 0.7705)  0.415
C (-0.1897, 2.9404, 0.4329)  -0.271
C (-0.4513, 4.1501, 1.0739)  -0.209
C (-1.5039, 4.2407, 1.9908)  -0.249
C (-2.2692, 3.1245, 2.2587)  -0.204
C (-2.0059, 1.9210, 1.6305)  -0.253
H (0.5619, 2.8068, -0.3379)  0.248
H (0.1340, 5.0242, 0.8141)  0.200
H (-1.7222, 5.2119, 2.4247)  0.196
H (-3.1451, 3.1709, 2.8942)  0.204
H (-2.5702, 1.0318, 1.8788)  0.261

Force components x, y, z for each atom (eV/Å):
-1.29 -0.63 -0.61
0.10 0.07 0.03
0.53 0.05 0.09
0.28 0.23 -0.16
0.07 -0.13 0.78
-1.06 0.53 -1.38
0.10 -0.14 1.14
0.84 -0.33 -0.19
0.16 0.33 0.07
0.14 -0.30 -0.06
-0.21 -0.13 -0.02
-0.04 0.31 -0.01
-0.09 0.56 -0.23
0.12 -0.48 0.37
0.23 -0.17 -0.16
-0.28 0.15 0.15
-0.01 -0.04 -0.05
0.25 -0.25 0.10
0.05 0.22 -0.13
-0.09 0.07 0.07
0.09 -0.06 -0.04
0.19 0.29 0.25
0.46 -0.43 -0.52
0.26 0.42 -0.05
-0.24 -0.32 -0.16
0.53 0.48 -0.40
-0.51 0.04 -0.07
-0.59 -0.35 1.01
0.03 0.12 0.12
-0.03 0.00 0.06
-0.07 -0.17 0.12
0.13 0.14 0.17
-0.05 -0.07 -0.30

The calculation puts the orbital gap (alpha / beta) at 6.5 / 6.6 eV. Its spin multiplicity is 3. As for the HOMO energy (alpha / beta): -2.12 / -2.22 eV. The value obtained for the strongest force on any atom is 1.8 eV Å⁻¹. As for the charge: -2.

---

6 unconnected molecules or ions with the total composition C43H41Br2FN5O14 in a non-equilibrium geometry, computed with wB97M-V/def2-TZVPD.

Each line ends with the Löwdin charge.
Atoms and positions in Å:
C (3.8115, -1.4049, 0.6280)  -0.067
C (2.6311, -1.2931, -0.3390)  -0.174
C (2.2263, 0.1689, -0.6003)  -0.069
N (0.7845, 0.3743, -0.5737)  0.060
C (0.0925, 0.7351, 0.4971)  -0.193
C (0.6548, 1.0212, 1.8208)  -0.103
O (1.5528, 2.0913, 1.6775)  -0.123
O (2.2323, 2.1268, 2.9309)  -0.007
N (-1.1853, 0.8035, 0.2212)  0.255
C (-1.3494, 0.4894, -1.0437)  -0.309
N (-2.4942, 0.4381, -1.7003)  -0.086
C (-3.6938, 0.7619, -0.8993)  -0.211
C (-3.9714, 2.2493, -0.8009)  -0.076
C (-2.6166, 0.0775, -3.0860)  -0.641
Br (-4.0555, 1.0516, -3.9845)  0.889
C (-2.8131, -1.4575, -3.3307)  -0.690
C (-4.2310, -1.9416, -3.6015)  -0.218
Br (-2.0963, -2.5332, -1.8681)  0.809
N (-0.1035, 0.2308, -1.5793)  0.146
C (0.4430, -0.1725, -2.8687)  -0.381
O (0.8183, -1.3064, -3.0551)  0.182
N (0.5422, 0.8442, -3.8720)  0.191
C (1.8263, 1.4606, -3.9081)  -0.490
O (2.0926, 2.5301, -3.3883)  0.172
F (2.7130, 0.7530, -4.5738)  0.179
H (3.6313, -2.1532, 1.3828)  0.085
H (3.9905, -0.4815, 1.1692)  0.052
H (4.7318, -1.6395, 0.1197)  0.060
H (1.7840, -1.8497, 0.0339)  0.113
H (2.9243, -1.7768, -1.2573)  0.106
H (2.6755, 0.4755, -1.5364)  0.127
H (2.6784, 0.7719, 0.1628)  0.111
H (-0.1630, 1.3178, 2.4672)  0.139
H (1.1520, 0.1629, 2.2656)  0.151
H (2.9591, 2.7444, 2.7969)  0.109
H (-4.5399, 0.1948, -1.2472)  0.109
H (-3.5134, 0.4173, 0.1053)  0.111
H (-4.5374, 2.4217, 0.1044)  0.084
H (-4.5746, 2.6055, -1.6164)  0.038
H (-3.0620, 2.8241, -0.7107)  0.077
H (-1.7725, 0.3955, -3.6680)  0.049
H (-2.2291, -1.7003, -4.2036)  0.091
H (-4.5231, -1.8121, -4.6271)  0.076
H (-4.9615, -1.5447, -2.9222)  0.038
H (-4.2208, -3.0099, -3.4429)  0.051
H (-0.0769, 1.6043, -3.6091)  0.143
C (4.5621, 0.5412, 7.3630)  0.033
C (4.9643, 1.5890, 6.6479)  0.017
C (3.9890, 2.5047, 6.0121)  -0.390
O (4.3510, 3.4536, 5.3426)  0.085
C (2.5517, 2.2093, 6.1976)  0.008
C (2.1424, 1.1608, 6.9032)  0.037
C (3.1179, 0.2453, 7.5518)  -0.378
O (2.7485, -0.7105, 8.1948)  0.122
H (5.2584, -0.1441, 7.8290)  0.127
H (6.0109, 1.8152, 6.4884)  0.117
H (1.8584, 2.8870, 5.7179)  0.097
H (1.0928, 0.9274, 7.0368)  0.109
C (1.9067, -3.0611, -8.8771)  0.025
C (1.0278, -2.2666, -9.4832)  0.024
C (0.5616, -1.0082, -8.8492)  -0.388
O (-0.2414, -0.2839, -9.3936)  0.111
C (1.1162, -0.6693, -7.5141)  0.015
C (1.9941, -1.4622, -6.9084)  0.016
C (2.4597, -2.7223, -7.5420)  -0.383
O (3.2591, -3.4417, -6.9865)  0.116
H (2.2584, -3.9832, -9.3215)  0.125
H (0.6128, -2.4953, -10.4562)  0.125
H (0.7631, 0.2538, -7.0706)  0.110
H (2.4073, -1.2340, -5.9360)  0.098
C (6.0392, 0.8809, 1.3985)  -0.007
C (6.2988, 1.0467, 2.6914)  0.034
C (7.2507, 0.1572, 3.4062)  -0.372
O (7.4631, 0.3108, 4.5874)  0.116
C (7.9058, -0.9187, 2.6223)  0.035
C (7.6443, -1.0844, 1.3276)  0.033
C (6.6890, -0.1991, 0.6144)  -0.411
O (6.4418, -0.3503, -0.5623)  0.089
H (5.3489, 1.5169, 0.8575)  0.119
H (5.8358, 1.8272, 3.2844)  0.114
H (8.5954, -1.5548, 3.1621)  0.127
H (8.1069, -1.8650, 0.7375)  0.127
C (-7.3644, -4.8066, -1.0147)  0.031
C (-6.8561, -3.8324, -1.7637)  0.019
C (-7.7224, -3.0008, -2.6385)  -0.370
O (-7.2760, -2.1054, -3.3315)  0.087
C (-9.1752, -3.2989, -2.6396)  0.022
C (-9.6849, -4.2731, -1.8909)  0.029
C (-8.8202, -5.1049, -1.0179)  -0.382
O (-9.2784, -5.9896, -0.3335)  0.125
H (-6.7507, -5.4242, -0.3713)  0.125
H (-5.7998, -3.6052, -1.7674)  0.099
H (-9.7890, -2.6810, -3.2823)  0.124
H (-10.7421, -4.5047, -1.8805)  0.126
C (-3.4986, 4.1977, 6.5451)  0.029
C (-3.0078, 2.9687, 6.6822)  0.023
C (-1.7469, 2.5657, 6.0148)  -0.382
O (-1.3009, 1.4430, 6.1366)  0.091
C (-1.0518, 3.5841, 5.1878)  0.011
C (-1.5405, 4.8130, 5.0493)  0.030
C (-2.8047, 5.2180, 5.7188)  -0.383
O (-3.2486, 6.3352, 5.5919)  0.123
H (-4.4172, 4.5125, 7.0234)  0.126
H (-3.4975, 2.2111, 7.2804)  0.125
H (-0.1328, 3.2689, 4.7074)  0.098
H (-1.0499, 5.5702, 4.4509)  0.125

Force components x, y, z for each atom (eV/Å):
-0.20 0.07 0.19
0.30 -0.03 0.14
0.70 -1.40 -0.62
1.11 0.72 1.52
-0.05 -0.31 -0.87
0.07 0.33 0.80
0.52 0.39 -0.42
-0.20 -0.42 0.70
-1.31 0.43 1.16
1.11 -0.28 -1.30
-0.90 0.62 0.15
0.15 0.22 0.58
-0.36 -0.20 0.11
-0.52 -0.97 -0.12
0.31 0.12 0.06
-0.61 0.23 -0.30
0.56 -0.58 0.46
0.17 0.09 0.07
-0.38 -0.05 -1.25
0.66 -2.57 -1.41
-0.46 2.22 0.65
-0.17 0.35 1.13
1.13 2.67 1.03
-0.82 -2.72 -1.46
-0.30 -0.09 0.23
-0.06 -0.40 0.19
-0.11 0.19 0.10
0.02 -0.20 -0.17
-0.37 -0.09 0.18
-0.16 -0.10 -0.44
-0.26 0.42 -0.30
-0.31 0.61 0.32
-0.27 -0.10 0.20
0.16 -0.27 -0.06
0.08 0.34 -0.33
-0.20 -0.15 -0.47
0.26 -0.38 0.23
-0.18 0.07 0.28
-0.02 0.26 -0.41
0.31 0.16 -0.09
0.48 0.11 0.07
0.46 -0.16 -0.14
-0.21 0.47 -0.36
-0.32 0.35 0.10
-0.06 -0.37 -0.03
-0.05 0.23 -0.04
0.00 0.04 -0.04
0.11 0.01 0.05
0.01 -0.06 0.03
0.01 -0.06 -0.22
-0.10 0.01 0.00
-0.09 -0.04 0.07
0.04 -0.01 -0.05
-0.01 -0.03 0.02
-0.02 -0.01 0.02
0.00 0.00 -0.02
0.03 0.05 0.01
0.01 -0.03 0.00
-0.04 0.02 -0.04
0.04 -0.04 0.02
0.00 -0.01 -0.06
-0.05 0.03 0.01
0.03 -0.01 0.07
-0.06 0.03 0.00
0.02 -0.04 -0.05
0.01 -0.01 0.05
0.03 -0.01 0.03
-0.02 0.04 -0.01
-0.02 0.02 -0.05
0.05 -0.07 0.01
0.09 0.04 0.08
-0.07 0.08 -0.05
-0.09 0.06 0.02
0.06 -0.06 0.08
0.00 -0.04 -0.04
-0.03 0.03 0.03
0.30 0.15 0.05
0.06 0.06 -0.11
0.05 0.03 -0.05
0.06 0.01 0.05
0.00 0.02 0.02
-0.01 0.01 -0.04
0.08 0.03 -0.01
-0.06 0.05 -0.03
-0.18 0.08 -0.10
0.06 -0.16 0.20
-0.04 -0.04 0.02
-0.01 0.05 -0.04
-0.04 0.00 -0.02
0.00 -0.05 0.05
-0.03 -0.02 0.01
0.07 0.02 -0.01
0.03 0.02 -0.02
0.00 -0.03 0.03
0.01 -0.06 0.02
-0.03 0.03 0.01
-0.03 0.00 0.03
0.09 0.00 -0.06
-0.01 0.01 -0.02
0.06 -0.04 -0.03
-0.02 -0.01 0.04
-0.02 0.05 -0.03
0.01 0.04 -0.01
0.03 -0.03 0.00
-0.01 -0.03 0.00
-0.03 0.03 0.02

The calculation puts the orbital gap at 8.0 eV. As for the HOMO energy: -11.88 eV. Its relative energy (zero: lowest compared OMol25 entry of this formula, charge and spin) is 0.00 kcal/mol. The value obtained for the strongest force on any atom is 3.2 eV Å⁻¹. As for the charge: +1.